1.
This record from OMol25 describes C42H48BBrF8LaN5O10P2S as an isolated structure in a non-equilibrium geometry. The level of theory is the ωB97M-V functional and the def2-TZVPD basis.

The geometry in XYZ format:
```
119
Properties=species:S:1:pos:R:3:forces:R:3
La -0.40394 1.01916 -0.26762 -1.062 -0.191 0.372
O -1.64635 -4.93804 -2.75125 0.464 0.825 0.741
C -1.49285 -3.90820 -2.11000 -1.736 -0.444 -0.663
C -2.57110 -2.79070 -1.95065 0.712 -1.428 -1.173
O -3.73171 -2.81219 -2.31479 0.403 0.046 0.319
C -1.78847 -1.72169 -1.38375 0.479 1.139 0.707
C -0.47198 -2.08649 -1.02449 0.303 0.003 1.763
O 0.26907 -1.31034 -0.25087 -0.634 -0.409 -1.358
C -0.29961 -3.47806 -1.30580 -0.570 0.021 -0.704
O 0.58091 -4.25410 -1.00083 1.328 -0.802 0.688
O -2.19487 -0.56101 -1.13017 -0.347 0.982 0.237
O 3.20556 2.69150 -0.81944 -0.069 -0.821 0.776
S 1.80038 3.09449 -0.77988 0.777 0.918 -0.940
O 1.12229 2.80425 0.53438 0.290 -0.157 0.262
O 0.99181 2.16909 -1.70865 0.288 0.260 -0.507
O 1.69732 4.48466 -1.16989 -0.801 -0.201 0.090
F 1.26942 3.54729 -8.77234 -0.523 -0.661 0.938
C 0.73153 2.86161 -7.71388 0.979 0.142 -0.316
C -0.61066 3.00266 -7.39996 2.075 -0.393 -0.080
F -1.34953 3.82493 -8.10969 -0.787 0.292 -0.343
C -1.06518 2.27469 -6.32629 -1.711 0.176 0.531
F -2.40525 2.36957 -6.14035 0.243 -0.072 0.117
C -0.29320 1.52611 -5.47172 0.651 -1.239 0.963
P -0.92805 0.46533 -3.96045 0.421 0.795 -1.202
C -2.27505 1.50763 -3.35053 0.639 2.738 -0.613
C -3.48346 1.04744 -2.92360 -1.135 -3.165 0.874
C -4.35495 1.77809 -2.13168 0.394 1.587 -0.665
C -4.10572 3.13078 -1.91630 -0.063 -0.423 -0.775
C -2.98030 3.69431 -2.48981 1.171 0.161 0.075
C -2.03151 2.91151 -3.17050 -0.373 -0.624 0.844
C -1.68159 -0.88697 -4.93461 1.557 -1.037 1.175
C -2.83480 -0.86162 -5.66429 -0.289 0.835 0.590
C -3.34146 -1.98778 -6.26263 -0.460 -0.900 -0.219
C -2.68609 -3.21262 -6.13871 2.075 0.709 0.732
C -1.44451 -3.25506 -5.44059 -1.397 0.330 -0.227
C -0.98942 -2.10589 -4.80152 1.079 -0.652 -0.010
C 1.07095 1.40682 -5.80950 -0.477 -0.113 0.414
Br 2.35202 0.38560 -4.85152 -0.561 0.078 0.079
C 1.55374 2.04096 -6.92164 0.168 0.535 -0.842
F 2.84533 1.86875 -7.25144 -0.321 0.449 -0.363
H -3.67990 -0.06474 -3.01199 0.044 1.446 -0.049
H -5.25410 1.39319 -1.73316 -0.636 -0.812 0.316
H -4.79369 3.76193 -1.38185 -0.089 -0.077 0.336
H -2.75481 4.74531 -2.27582 -0.031 -0.363 -0.292
H -1.07144 3.36489 -3.41217 -0.151 -0.147 -0.204
H -3.36512 0.06806 -5.56985 -0.547 0.203 -0.660
H -4.29790 -1.89280 -6.75469 -0.104 -0.234 -0.163
H -2.97746 -4.15537 -6.54261 -0.783 -0.229 -0.435
H -0.92882 -4.20771 -5.31292 -0.107 0.342 -0.023
H -0.04675 -2.23286 -4.20511 -0.963 0.583 -0.497
O 4.64532 2.42157 1.88034 -0.730 0.546 -0.749
H 4.12767 2.60424 1.05431 0.043 -0.003 0.573
H 5.42960 2.04190 1.50185 0.684 -0.321 -0.067
F -4.63115 2.93802 1.17165 0.418 0.332 0.254
B -3.44447 2.47432 1.71780 0.967 -0.254 -0.928
F -3.67526 1.40838 2.55363 -0.242 0.028 0.921
F -2.54859 3.44253 2.21040 -1.025 -0.175 0.254
F -2.62867 1.85193 0.62915 0.295 -0.028 -0.583
C 4.15392 -2.10731 3.19226 0.012 -0.568 -0.308
C 4.25138 -0.71819 2.63121 -0.484 1.794 -1.403
C 2.89277 -0.08622 2.13083 -0.677 -0.708 2.423
C 1.73265 -0.70067 2.98339 0.076 0.890 0.321
C 1.65402 -2.22012 2.79870 -0.232 -0.056 -0.285
C 3.01886 -2.80935 2.45711 0.002 -0.429 1.123
P 0.16725 0.35467 2.76704 -0.383 -0.335 0.990
C 0.18044 1.68322 4.14415 1.828 -0.896 -0.058
C 0.52329 3.09678 3.55964 0.856 -2.478 1.491
C 1.02981 3.89478 4.75142 -1.907 -0.115 0.203
C 2.39604 3.48748 5.12896 1.285 -1.583 0.400
C 2.42210 1.91385 5.36791 -0.145 0.607 -0.550
C 0.99861 1.36218 5.47148 -0.194 0.557 -0.093
C -1.31185 -0.60225 3.45941 0.250 1.212 -1.662
C -1.17713 -1.06234 4.86446 -0.377 -0.429 1.956
C -2.09973 -2.28907 5.17386 0.674 0.580 0.090
C -3.36766 -2.27903 4.30685 -0.323 -0.861 1.142
C -3.08872 -2.28036 2.83676 1.095 -1.069 -1.634
C -1.69214 -1.75062 2.51371 -0.228 0.241 1.517
H 3.92033 -2.06922 4.26825 0.248 -0.209 -0.186
H 5.10722 -2.65310 3.00791 -0.528 0.329 0.460
H 4.93353 -0.67653 1.78274 0.105 -0.293 -0.199
H 4.67223 0.01359 3.30425 0.141 0.098 0.593
H 2.59879 -0.23882 1.13250 0.279 -0.469 -1.652
H 2.88210 0.98702 2.28268 0.295 0.116 -0.015
H 2.00531 -0.48494 4.01682 0.063 -0.268 0.223
H 1.04183 -2.49722 1.94318 -0.423 0.191 0.057
H 1.24098 -2.69425 3.68884 -0.123 0.003 0.132
H 3.10231 -2.68892 1.40446 0.583 0.029 -1.057
H 3.03865 -3.88432 2.66179 -0.160 0.032 -0.046
H -0.83001 1.67047 4.45943 -1.238 0.190 0.099
H -0.35533 3.36634 3.04789 -1.021 1.138 -0.430
H 1.28910 2.95631 2.79699 0.214 0.400 0.107
H 0.41165 3.76801 5.69082 0.071 0.033 -1.215
H 0.94909 4.91753 4.52498 0.235 1.639 -0.226
H 2.57072 3.91256 6.10727 0.643 0.500 0.190
H 3.13955 3.82108 4.37355 -0.250 -0.324 0.608
H 3.05714 1.56960 6.19770 -0.246 0.517 0.114
H 2.84815 1.38538 4.52132 0.243 0.244 -0.439
H 0.42508 1.78032 6.33560 0.483 -0.112 -0.558
H 1.12141 0.31767 5.72965 -0.413 -0.435 -0.343
H -2.10360 0.19282 3.48926 0.518 -0.710 -0.581
H -1.44786 -0.20423 5.54369 0.252 -0.866 -0.470
H -0.17912 -1.38962 5.17418 0.148 0.258 -0.300
H -2.29497 -2.19948 6.25988 -0.305 -0.480 -0.494
H -1.49886 -3.21301 5.01052 -0.532 0.421 0.051
H -3.92317 -1.37399 4.49513 -0.403 0.259 0.567
H -3.96991 -3.17647 4.58970 0.061 0.825 -0.169
H -3.77830 -1.69732 2.22269 -0.348 -0.111 0.402
H -3.06287 -3.31529 2.42961 -0.461 0.442 0.202
H -1.65750 -1.49969 1.48370 0.223 0.400 -0.956
H -0.96497 -2.52539 2.69741 0.273 -0.410 -0.180
N 2.27810 -4.09724 -3.15125 0.866 -1.325 0.207
N 3.07710 -3.04735 -2.71385 -1.091 0.706 0.401
N 2.52040 -1.93452 -2.28447 0.606 0.040 -0.336
C 3.61159 -1.20538 -2.00261 -0.907 -0.094 0.573
N 4.74288 -1.87359 -2.23004 -0.015 -0.516 -0.438
N 4.36458 -3.06755 -2.70186 0.845 0.499 0.291
H 1.82400 -4.50022 -2.30492 -0.229 0.638 -0.359
H 2.96856 -4.81896 -3.40875 -0.362 0.438 -0.240
H 3.50699 -0.21875 -1.54756 0.310 -0.243 -0.339
```
Forces are in eV/Å.

Charge = -2
Gap between HOMO and LUMO = 7.04 eV
E_HOMO = -0.121 Eh
Multiplicity = 1

=====

2.
This record from OMol25 describes C42H48BrF4N5PSbSi3W as an isolated structure in a non-equilibrium geometry. The level of theory is the ωB97M-V functional and the def2-TZVPD basis.

The geometry in XYZ format:
```
106
Properties=species:S:1:pos:R:3:forces:R:3
W -0.16599 0.74894 0.36162 -1.020 0.190 1.544
F 4.33461 6.61564 0.67422 -0.089 -0.246 0.013
C 3.93301 5.36064 0.70102 -0.054 -0.349 -0.001
C 4.86211 4.31524 0.72232 -0.164 -0.048 -0.026
F 6.15701 4.57074 0.69312 -0.207 0.046 0.067
C 4.41961 2.99424 0.74792 -0.214 0.123 -0.036
F 5.32471 2.02014 0.74802 0.110 0.370 -0.010
C 3.06311 2.66704 0.72382 -0.428 -0.088 0.115
P 2.53761 0.88384 0.75312 1.538 0.922 -0.346
C 3.49261 0.32244 -0.70608 -0.366 -0.250 0.083
C 3.95931 -0.99026 -0.76768 -0.076 0.170 0.021
C 4.77241 -1.38576 -1.81628 0.025 -0.018 0.069
C 5.09441 -0.48606 -2.81868 -0.003 -0.072 0.011
C 4.55961 0.79184 -2.80708 -0.040 -0.001 -0.086
C 3.75401 1.19754 -1.76028 -0.060 -0.043 0.184
C 3.51971 0.34274 2.20652 -0.670 -0.253 0.011
C 4.72721 -0.34886 2.13842 -0.109 0.000 -0.087
C 5.36861 -0.72066 3.30512 0.040 -0.037 -0.009
C 4.83011 -0.40176 4.53992 -0.071 0.071 -0.045
C 3.64911 0.32174 4.61072 0.030 -0.015 0.131
C 2.99211 0.69154 3.45182 -0.128 -0.027 -0.199
C 2.16181 3.72374 0.68702 0.140 -0.352 -0.120
Br 0.26071 3.37724 0.53572 0.445 0.840 0.145
C 2.57231 5.05114 0.68252 -0.232 -0.278 -0.048
F 1.65841 6.00904 0.63102 0.133 0.196 0.011
H 3.69271 -1.69676 0.00912 0.074 -0.040 0.002
H 5.15961 -2.39266 -1.84288 0.042 -0.092 -0.018
H 5.75541 -0.78296 -3.61478 0.089 -0.066 -0.161
H 4.77981 1.47604 -3.60988 0.062 0.114 -0.104
H 3.36381 2.20834 -1.74478 0.048 0.011 -0.029
H 5.19651 -0.57616 1.19502 -0.027 -0.002 -0.005
H 6.29791 -1.26286 3.23602 0.133 -0.042 0.044
H 5.33441 -0.70276 5.44392 0.051 -0.025 0.112
H 3.24581 0.58784 5.57362 -0.115 0.072 0.126
H 2.07081 1.26194 3.49892 0.122 0.004 0.113
C -4.61759 -1.00126 -0.71048 0.274 0.062 -0.041
Sb -2.90929 0.15134 -1.37448 -0.313 -0.739 -0.777
C -2.24509 1.05834 0.57392 1.077 0.766 -0.315
C -2.72309 0.11484 1.57882 -0.669 -1.178 0.899
C -3.26509 0.46934 2.82182 0.146 0.032 -0.439
C -3.64029 -0.52366 3.70672 -0.025 -0.253 0.012
C -3.49709 -1.85616 3.34212 -0.038 0.248 0.015
C -2.97419 -2.12456 2.08852 -0.022 -0.058 0.066
N -2.59299 -1.18196 1.24112 -0.168 0.296 0.381
Si -3.12859 2.75204 0.54852 -0.741 0.702 -0.340
C -2.59779 3.80204 2.04992 -0.095 -0.438 -0.446
C -2.79239 3.63814 -1.11978 -0.041 -0.343 0.627
C -4.99569 2.40154 0.62642 0.720 -0.003 -0.004
C -1.45159 -1.53296 -1.78908 -0.837 0.882 -0.714
C -0.81829 -2.12366 -0.60508 0.388 -0.188 0.078
C -0.84339 -3.50676 -0.39908 0.122 0.130 0.157
C -0.19119 -4.09466 0.66082 0.174 0.390 0.078
C 0.55631 -3.28526 1.51202 -0.145 -0.036 -0.215
C 0.57821 -1.93786 1.26262 0.377 0.032 0.320
N -0.09279 -1.33466 0.25012 0.148 -1.283 -0.099
Si -0.11279 -0.63506 -2.83908 0.601 -0.031 -0.521
C 1.50071 -1.63336 -2.70168 -0.756 0.346 -0.122
C 0.26441 1.11534 -2.10068 -0.915 -0.780 -0.307
C -0.57279 -0.14006 -4.61458 -0.001 -0.402 0.632
Si -2.47829 -2.76946 -2.94138 0.063 -0.227 -0.543
C -3.52859 -1.80386 -4.20258 0.517 -0.165 0.495
C -3.73549 -3.93316 -2.08678 0.536 0.435 -0.095
C -1.16629 -3.78146 -3.89118 -0.549 0.268 0.409
H -5.12409 -0.47256 0.09322 0.031 0.064 0.042
H -4.31319 -1.98606 -0.36758 -0.041 0.123 -0.047
H -5.29349 -1.08526 -1.55748 -0.072 0.032 -0.111
H -3.39759 1.50504 3.08122 0.006 0.200 0.114
H -4.06069 -0.26526 4.66652 -0.027 0.044 0.099
H -3.81149 -2.65276 3.99542 0.020 -0.100 0.090
H -2.86469 -3.14196 1.73082 -0.027 -0.095 0.066
H -1.80919 3.33684 2.63742 0.057 -0.033 0.088
H -3.45459 3.95524 2.69992 -0.156 -0.003 0.106
H -2.25539 4.78354 1.73722 0.066 0.166 -0.067
H -1.79039 3.51634 -1.52688 0.098 -0.038 -0.033
H -2.93929 4.70434 -0.98478 -0.045 0.277 0.098
H -3.50369 3.31844 -1.87998 -0.015 -0.092 0.003
H -5.23939 1.72464 1.44082 -0.066 -0.080 0.104
H -5.36509 1.96534 -0.30018 -0.043 -0.017 -0.120
H -5.54239 3.32204 0.79662 -0.100 0.255 -0.013
H -1.38279 -4.13286 -1.08418 -0.090 -0.046 -0.096
H -0.24719 -5.15706 0.82122 -0.001 -0.234 -0.006
H 1.10581 -3.69216 2.34342 0.082 0.011 0.126
H 1.16091 -1.29426 1.91972 -0.176 -0.129 -0.200
H 1.79871 -1.79096 -1.66768 -0.091 0.039 0.014
H 2.32161 -1.14266 -3.21408 0.128 0.197 -0.073
H 1.39091 -2.61426 -3.14878 -0.140 -0.230 -0.165
H 0.79671 1.04874 -1.11618 1.287 0.622 -1.378
H -0.62339 1.76714 -2.06148 0.196 -0.080 0.105
H 0.97991 1.61294 -2.75828 0.200 -0.040 0.318
H -0.68279 -1.00916 -5.25008 -0.063 -0.194 -0.184
H 0.21661 0.46744 -5.05128 0.207 0.087 0.101
H -1.49459 0.43494 -4.66798 -0.106 0.050 0.083
H -4.06439 -0.96936 -3.75808 -0.189 0.156 0.000
H -4.27309 -2.47736 -4.61598 -0.163 -0.212 0.056
H -2.96229 -1.42536 -5.04308 0.191 0.136 -0.111
H -4.72479 -3.48866 -2.07208 -0.111 0.165 -0.012
H -3.50139 -4.24706 -1.07608 0.035 -0.031 0.200
H -3.81779 -4.83416 -2.68838 0.098 -0.160 -0.185
H -0.63469 -3.17906 -4.62058 0.080 0.168 -0.103
H -1.66179 -4.57346 -4.44288 -0.147 -0.176 -0.129
H -0.42639 -4.25256 -3.25158 0.102 -0.078 0.157
N -0.21269 -0.98636 6.67362 -0.017 -0.409 0.575
C -0.25369 -0.31706 5.74252 0.076 -0.591 0.343
N -0.27889 0.47884 4.72342 -0.128 0.979 -0.878
C -0.24959 0.47354 3.50412 0.046 0.270 -0.217
N -0.17789 0.67724 2.32862 0.169 -0.221 0.575
```
Forces are in eV/Å.

Charge = +2
Gap between HOMO and LUMO (alpha / beta) = 5.82 / 6.61 eV
E_HOMO (alpha / beta) = -0.492 / -0.494 Eh
Energy above the lowest of the compared OMol25 structures with the same formula, charge and spin = 25.1 kcal/mol
<S²> = 2.088
Multiplicity = 3

=====

> What is the formula in the second record?

C42H48BrF4N5PSbSi3W

=====

> Look up the multiplicity of the first one.

1

=====

> Which formula does entry 2 have?

C42H48BrF4N5PSbSi3W

=====

> Look up the multiplicity of the second one.

3